[1]
# C3H9OPS

C3H9OPS in the gas phase (ωB97M-V/def2-TZVPD, OMol25).

CARTESIAN COORDINATES (ANGSTROEM)
C1 2.3629 -0.3009 -0.2763
C2 0.9709 -0.7259 -0.7371
S1 -0.3100 0.0119 0.4319
O1 -0.1065 1.4411 0.2373
P1 -2.3290 -0.6554 0.5351
C3 -2.9188 0.3005 -0.9661
H1 2.3617 0.7480 -0.3715
H2 2.7703 -0.7538 0.6200
H3 3.1053 -0.5544 -1.1325
H4 0.8834 -1.7771 -0.6578
H5 0.8092 -0.4274 -1.7352
H6 0.3208 -0.4796 1.5910
H7 -2.1002 0.3841 -1.6580
H8 -3.8500 -0.2360 -1.2994
H9 -3.0805 1.3093 -0.6014

Atoms 1-6, force components in eV/Å:
C 0.9765 -0.9283 -2.8912
C 0.4189 -0.1613 2.2367
S -0.0075 -0.6877 -0.5258
O 0.1670 0.5573 0.1360
P 1.1738 -0.3816 0.3132
C -0.1553 -0.2659 1.0913

DFT total energy ... -25425.1136 eV
Multiplicity ... 1
Structure (SMILES) ... CC[S@@H](=O)=PC

[2]
# C28H35N5P2SeV

A molecular structure, C28H35N5P2SeV (ωB97M-V/def2-TZVPD, OMol25).

CARTESIAN COORDINATES (ANGSTROEM)
V1 -0.0243 0.0378 -0.0647
C1 -1.4800 -0.9198 1.2705
C2 -1.0177 -1.8252 0.2853
C3 -1.7771 -2.1717 -0.9668
C4 -1.4481 -1.3176 -2.2223
C5 -1.0744 0.1000 -1.9619
C6 -1.6338 0.9458 -0.9588
C7 -2.9022 0.5994 -0.2367
C8 -2.6867 -0.0501 1.1584
C9 1.1893 1.2243 -1.2393
H1 -1.1127 -1.0854 2.2905
H2 -0.2902 -2.5815 0.6152
H3 -2.8691 -2.2060 -0.8128
H4 -1.5150 -3.2135 -1.2151
H5 -0.6079 -1.8177 -2.7424
H6 -2.2947 -1.3798 -2.9316
H7 -0.5791 0.5790 -2.8101
H8 -1.3413 2.0084 -0.9722
H9 -3.5650 -0.0319 -0.8535
H10 -3.4583 1.5367 -0.0748
H11 -2.6026 0.7562 1.9099
H12 -3.6104 -0.5955 1.4261
H13 1.9324 1.7527 -0.6253
H14 0.7784 1.8601 -2.0357
H15 1.6216 0.2952 -1.6790
P1 -3.6428 -3.7444 -6.9713
P2 -3.4846 -5.9052 -4.8100
N1 -4.5851 -2.2917 -7.2042
N2 -3.2064 -3.8559 -8.6871
N3 -4.7365 -5.6578 -3.6022
N4 -3.1261 -7.5437 -4.2990
C10 -5.0341 -4.9696 -6.9407
C11 -4.5785 -6.2751 -6.2613
C12 -4.5608 -1.2263 -6.2898
C13 -5.5878 -0.3518 -6.6093
C14 -6.2808 -0.8947 -7.7452
C15 -5.6540 -2.0834 -8.0843
C16 -1.8774 -3.7164 -9.1107
C17 -1.7987 -4.0672 -10.4520
C18 -3.1216 -4.4256 -10.8819
C19 -3.9605 -4.2683 -9.7885
C20 -4.5963 -4.7273 -2.5632
C21 -5.8040 -4.6187 -1.8970
C22 -6.7334 -5.5070 -2.5364
C23 -6.0482 -6.1397 -3.5658
C24 -3.9997 -8.5847 -3.9564
C25 -3.2867 -9.7740 -3.9340
C26 -1.9277 -9.4679 -4.2913
C27 -1.8542 -8.1039 -4.5189
H16 -5.4059 -5.1939 -7.9483
H17 -5.8634 -4.5130 -6.3771
H18 -5.4471 -6.8881 -5.9876
H19 -3.9634 -6.8818 -6.9461
H20 -3.8062 -1.2107 -5.5191
H21 -5.8195 0.5697 -6.0960
H22 -7.1303 -0.4619 -8.2567
H23 -5.8759 -2.7911 -8.8674
H24 -1.1270 -3.3866 -8.4074
H25 -0.9015 -4.0810 -11.0520
H26 -3.4177 -4.7764 -11.8609
H27 -5.0282 -4.4199 -9.7114
H28 -3.6407 -4.2425 -2.4098
H29 -6.0137 -3.9738 -1.0522
H30 -7.7730 -5.6583 -2.2931
H31 -6.3899 -6.8913 -4.2584
H32 -5.0394 -8.3914 -3.7500
H33 -3.6896 -10.7460 -3.6870
H34 -1.1121 -10.1706 -4.3729
H35 -1.0393 -7.4608 -4.8077
Se1 1.7966 2.1575 3.7080
C28 0.9039 1.5358 2.3604
N5 0.3881 1.0384 1.3959

Atoms 1-6, force components in eV/Å:
V 2.6336 0.0195 -1.6823
C -0.1081 -2.4360 -0.1913
C -0.9918 0.0115 1.5864
C -0.4546 -0.6119 -0.8249
C -0.0917 -1.0344 -0.0117
C -1.7799 1.9751 0.0681

Expectation value of S² ... 3.78
DFT total energy ... -146660.7550 eV
Multiplicity ... 4

[3]
# C52H33BeI4N5

A molecular structure, C52H33BeI4N5 (ωB97M-V/def2-TZVPD, OMol25).

CARTESIAN COORDINATES (ANGSTROEM)
Be1 14.5585 14.9543 8.2077
I1 7.6363 9.3776 11.7179
C1 9.0323 10.5467 10.6805
C2 9.8773 11.4133 11.3068
C3 10.7653 12.1758 10.5804
C4 10.7508 12.1466 9.1620
C5 9.8343 11.2637 8.5695
C6 8.9496 10.4886 9.3028
C7 11.8754 12.8998 8.4582
C8 11.7047 14.2489 8.2138
C9 10.4160 14.8688 8.1866
C10 10.5373 16.1504 7.7184
C11 11.9472 16.3557 7.4974
C12 12.6139 17.6066 7.2135
C13 11.6490 18.8027 6.9740
C14 11.6214 19.9477 7.7531
C15 10.7217 20.9733 7.6845
C16 9.6859 20.8125 6.7706
I2 8.1664 22.1979 6.6770
C17 9.5826 19.7319 5.9335
C18 10.5698 18.7781 6.0629
C19 14.0145 17.7193 7.3444
N1 14.8544 16.8101 7.6739
C20 16.0846 17.4667 7.7481
C21 17.3065 16.8210 7.8246
C22 18.4843 17.6234 8.2477
C23 19.1841 18.5305 7.4078
C24 20.1167 19.3916 7.9732
C25 20.4659 19.2863 9.2784
I3 22.1057 20.3888 10.0679
C26 19.8984 18.3668 10.1128
C27 18.9231 17.5328 9.5752
C28 17.4685 15.4343 7.8268
C29 18.7517 14.7644 7.7929
C30 18.5543 13.4637 7.6139
C31 17.1213 13.2721 7.6280
N2 16.4489 14.4952 7.7234
C32 16.4764 12.0279 7.4185
C33 15.1518 11.7841 7.5499
C34 14.4031 10.5198 7.7810
C35 13.1582 10.7980 8.1541
C36 13.0924 12.2161 8.2716
N3 14.2761 12.8446 7.9341
C37 17.3708 10.8299 7.3298
C38 18.1034 10.4412 8.4393
C39 18.8743 9.3002 8.3033
C40 18.8269 8.5326 7.0881
I4 20.1506 6.8446 7.0192
C41 18.0212 8.8978 6.0661
C42 17.3309 10.0884 6.1523
C43 15.8690 18.8527 7.4338
C44 14.5754 19.0003 7.2091
N4 12.6387 15.1968 7.8078
H1 9.8485 11.4011 12.3952
H2 11.3595 12.9402 11.0175
H3 9.9263 11.0866 7.4794
H4 8.2996 9.6638 8.8594
H5 9.4981 14.3768 8.6624
H6 9.7892 16.9406 7.6580
H7 12.4096 20.1737 8.4577
H8 10.7692 21.8439 8.3169
H9 8.7106 19.5157 5.3601
H10 10.6636 17.8969 5.3805
H11 18.8906 18.6541 6.3645
H12 20.8873 20.0643 7.2902
H13 20.2761 18.3274 11.0857
H14 18.3912 16.8071 10.1274
H15 19.7187 15.2426 7.8662
H16 19.3336 12.7156 7.5777
H17 14.9158 9.6202 7.5121
H18 12.4450 10.0633 8.5139
H19 18.0036 10.9849 9.3562
H20 19.4627 8.9530 9.0968
H21 17.9631 8.3123 5.1381
H22 16.6821 10.4530 5.3160
H23 16.5449 19.6700 7.3461
H24 14.0494 19.9168 7.1137
C45 12.6286 16.4539 11.1774
C46 13.2513 15.4173 11.9267
C47 13.0224 15.1018 13.2427
C48 13.8292 14.2224 13.9626
C49 14.8829 13.5753 13.3313
C50 15.1175 13.7394 12.0174
C51 16.3489 13.1940 11.3285
C52 14.3128 14.5777 11.1993
N5 14.5980 14.9812 9.9465
H25 11.8689 16.9821 11.7434
H26 12.1741 16.0640 10.2783
H27 13.3991 17.1504 10.8369
H28 12.2666 15.6356 13.8087
H29 13.5009 13.8942 14.9498
H30 15.5659 12.7652 13.6831
H31 16.9317 12.5693 11.9736
H32 17.1034 13.9714 11.0659
H33 16.1927 12.6275 10.3735

Atoms 1-6, force components in eV/Å:
Be -0.0640 -0.0921 2.1572
I 0.0771 -0.0375 0.2955
C -1.0892 -0.2566 -0.7838
C 0.2938 -0.1800 1.4323
C -0.7660 0.6210 -1.6630
C 0.2823 -0.7269 0.7190

DFT total energy ... -94713.5342 eV
Multiplicity ... 1
Total charge ... -2

[4]
# C33H31AsBrIN5O7STi

A molecular structure, C33H31AsBrIN5O7STi (ωB97M-V/def2-TZVPD, OMol25).

CARTESIAN COORDINATES (ANGSTROEM)
Ti1 -0.5449 -0.5529 -0.6038
Br1 -6.8480 -3.4609 -2.2232
C1 -5.0141 -3.1332 -1.8309
C2 -4.0372 -3.8342 -2.5337
C3 -2.7066 -3.5851 -2.2720
C4 -2.3213 -2.6390 -1.3108
O1 -1.0543 -2.3678 -1.1107
C5 -3.3329 -2.0107 -0.5429
C6 -2.9909 -1.2248 0.6378
N1 -1.7762 -1.1030 1.0373
C7 -1.4767 -0.5176 2.2954
C8 -2.0381 0.6486 2.7238
C9 -1.6543 1.2093 3.9627
C10 -0.7495 0.5756 4.7615
C11 -0.1963 -0.6678 4.3630
C12 0.6962 -1.4092 5.1752
C13 1.1270 -2.6284 4.7571
C14 0.6805 -3.1097 3.5017
N2 -0.1176 -2.4488 2.7113
C15 -0.5599 -1.2280 3.1231
C16 -4.6753 -2.2385 -0.8453
H1 -4.3237 -4.5675 -3.2750
H2 -1.9340 -4.1277 -2.8012
H3 -3.8058 -0.8789 1.2735
H4 -2.7236 1.1720 2.0679
H5 -2.0835 2.1546 4.2698
H6 -0.4452 1.0068 5.7084
H7 1.0171 -0.9914 6.1228
H8 1.7939 -3.2300 5.3589
H9 1.0055 -4.0845 3.1526
H10 -5.4380 -1.7026 -0.2945
C17 1.2011 3.9906 2.6412
C18 1.3789 2.7413 2.0208
N3 1.3650 2.5772 0.7213
C19 1.1038 3.6326 -0.0675
C20 0.9715 4.9335 0.4501
C21 1.0447 5.0923 1.8454
C22 0.7435 6.0457 -0.4285
C23 0.5328 5.8407 -1.7403
C24 0.5392 4.5132 -2.2897
C25 0.1554 4.2781 -3.6201
C26 0.1325 2.9995 -4.0905
C27 0.5738 1.9731 -3.2425
N4 0.9617 2.1537 -2.0020
C28 0.8880 3.4107 -1.4925
H11 1.2085 4.0668 3.7207
H12 1.5493 1.8443 2.6105
H13 0.9617 6.0874 2.2685
H14 0.7074 7.0421 -0.0031
H15 0.3216 6.6716 -2.4037
H16 -0.1602 5.1165 -4.2307
H17 -0.2223 2.7681 -5.0856
H18 0.6151 0.9510 -3.6021
C29 1.3798 -3.6769 -0.6416
As1 1.5097 -2.3419 -2.0111
C30 3.3395 -2.0197 -2.4712
C31 0.9144 -3.1960 -3.6387
O2 0.7515 -0.8078 -2.0246
H19 2.3264 -4.2126 -0.6109
H20 0.5466 -4.3227 -0.9120
H21 1.1581 -3.2051 0.3121
H22 3.7114 -2.8378 -3.0879
H23 3.9497 -1.9172 -1.5751
H24 3.3422 -1.0832 -3.0275
H25 1.0045 -4.2787 -3.5712
H26 1.5114 -2.8233 -4.4683
H27 -0.1255 -2.9109 -3.7929
O3 -3.3988 1.2056 -0.3991
S1 -2.1290 1.3819 -1.0744
O4 -0.9721 1.2144 -0.0474
O5 -1.8134 0.1298 -1.9241
O6 -2.0099 2.5954 -1.8181
N5 2.7623 0.2523 -0.3841
C32 2.1619 -0.3963 0.6966
O7 0.8837 -0.8444 0.5261
C33 2.8412 -0.6850 1.8084
I1 4.5187 -3.1919 1.2289
H28 2.1161 0.7754 -0.9634
H29 3.5725 0.7842 -0.1142
H30 2.3303 -1.1617 2.6297
H31 3.7716 -0.1808 2.0165

Atoms 1-6, force components in eV/Å:
Ti 3.1002 -1.9821 0.5955
Br 0.0325 0.0274 0.0109
C -0.1698 -0.1156 -0.1194
C 0.0179 0.1366 0.1618
C -0.0123 -0.1329 0.0154
C -0.1939 -0.1422 0.3488

DFT total energy ... -229447.2138 eV
Multiplicity ... 1
Total charge ... -1

[5]
# C8H51F3O22

21 unconnected molecules or ions with the total composition C8H51F3O22 (ωB97M-V/def2-TZVPD, OMol25).

CARTESIAN COORDINATES (ANGSTROEM)
O1 1.0980 1.3791 1.4086
O2 1.0329 -0.3205 -1.4120
F1 3.9048 1.4346 1.3174
F2 3.6949 -0.5077 2.2584
F3 3.7497 -0.4245 0.1472
C1 1.6991 0.3073 1.3297
C2 0.1835 -0.4049 -0.5171
C3 3.2737 0.2174 1.2773
C4 0.8037 -0.8280 0.8171
C5 -1.6643 2.2841 -0.9539
C6 -1.7205 -0.6890 -2.1630
C7 -2.0393 0.9450 -0.3165
C8 -1.3506 -0.3894 -0.7435
H1 -0.0663 -1.0536 1.4449
H2 1.3791 -1.6943 0.6596
H3 -0.6126 2.3913 -0.8189
H4 -1.8923 2.3211 -2.0240
H5 -2.2022 3.0997 -0.5149
H6 -1.3666 0.0929 -2.8402
H7 -2.8326 -0.7466 -2.2802
H8 -1.2547 -1.6764 -2.4442
H9 -1.8321 1.0816 0.7396
H10 -3.1248 0.7771 -0.5255
H11 -1.8062 -1.1698 -0.1108
O3 0.3609 4.1961 1.9255
H12 1.3567 4.2506 1.7548
H13 0.1316 3.2363 2.1493
O4 -1.9284 -0.5543 3.2672
H14 -2.8506 -0.6645 2.8657
H15 -1.5646 -1.4744 3.4785
O5 -3.7278 5.7728 -0.8610
H16 -3.5814 5.8871 -1.8556
H17 -2.8294 5.8396 -0.4004
O6 -2.5299 -4.1715 0.5769
H18 -1.7078 -3.8864 0.0606
H19 -2.4698 -5.1683 0.7398
O7 6.4819 0.8532 3.0343
H20 5.5482 1.0345 3.3793
H21 6.9120 1.7405 2.8077
O8 1.6929 1.4365 -3.8093
H22 1.5253 0.8948 -2.9714
H23 1.2403 0.9678 -4.5834
O9 5.7611 1.1565 -1.3725
H24 5.5179 0.4480 -2.0527
H25 6.0930 0.6912 -0.5376
O10 -1.1242 2.0198 3.3067
H26 -1.9761 2.4614 3.6276
H27 -1.2285 1.0190 3.4133
O11 1.9677 -2.8513 -2.6682
H28 1.7782 -3.6279 -2.0480
H29 1.8378 -1.9933 -2.1478
O12 4.0562 3.3730 3.6601
H30 3.7456 3.9136 2.8632
H31 3.2432 2.9536 4.0926
O13 -0.6474 -2.8594 3.5387
H32 -1.2428 -3.5855 3.9155
H33 -0.0011 -3.2877 2.8885
O14 -0.4033 -4.0780 -1.0021
H34 0.4945 -4.4704 -0.7497
H35 -0.4289 -3.9711 -2.0079
O15 6.3718 -1.9142 2.4434
H36 7.0144 -2.2896 3.1290
H37 6.0552 -1.0104 2.7700
O16 -1.2079 5.8301 0.1399
H38 -0.8758 5.2963 0.9327
H39 -0.4193 6.0197 -0.4650
O17 1.6775 -4.1160 2.0299
H40 2.5688 -3.8723 2.4422
H41 1.8279 -4.3150 1.0493
O18 -4.0874 -3.2079 -3.7998
H42 -4.3048 -2.9879 -4.7632
H43 -3.0966 -3.4033 -3.7371
O19 -3.5857 3.0428 2.0466
H44 -2.6896 2.7119 1.7130
H45 -4.2106 3.1131 1.2539
O20 -2.2682 0.9650 -5.5306
H46 -1.2813 0.7517 -5.5966
H47 -2.6147 1.1450 -6.4640
O21 -5.1904 -0.6402 -0.0231
H48 -5.7787 -0.1512 0.6392
H49 -5.7366 -0.8226 -0.8551
O22 -1.6183 -4.3192 -3.6613
H50 -1.7122 -5.1551 -3.0991
H51 -1.3949 -4.5993 -4.6076

Atoms 1-6, force components in eV/Å:
O 2.3579 -1.4599 0.7692
O -1.5678 0.4875 0.2934
F -1.2849 -1.3766 0.0281
F 0.5100 -0.9200 2.0513
F -1.2577 0.8293 0.8812
C -2.6592 2.3375 -2.1178

DFT total energy ... -62319.0285 eV
Multiplicity ... 1

[6]
# C33H36BrCoN3O3Si

A molecular structure, C33H36BrCoN3O3Si (ωB97M-V/def2-TZVPD, OMol25).

CARTESIAN COORDINATES (ANGSTROEM)
Co1 -1.1441 -1.2459 0.4795
N1 -2.3978 -2.8421 -0.4789
C1 -1.8462 -4.1585 -0.1583
C2 -0.9827 -4.1542 1.1101
O1 -0.5904 -5.2761 1.5142
N2 -0.7512 -2.9677 1.6286
C3 0.0246 -3.0092 2.8404
C4 0.5297 -1.6885 3.3814
O2 1.1826 -1.6033 4.3916
O3 0.2035 -0.6240 2.6178
H1 -3.1669 -2.6083 0.1385
H2 -2.7369 -2.7890 -1.4317
H3 -1.2128 -4.4722 -0.9917
H4 -2.6023 -4.9422 -0.0285
H5 0.9147 -3.6455 2.7385
H6 -0.5330 -3.4521 3.6773
Br1 -2.4691 -0.3823 3.9411
C5 -1.6218 1.3335 4.0089
C6 -2.4415 2.3459 4.5326
C7 -1.9508 3.6213 4.6946
C8 -0.6281 3.9046 4.3470
C9 0.2194 2.9135 3.8082
C10 1.5537 3.2207 3.4651
C11 2.4251 2.2598 2.9563
C12 1.9591 0.9815 2.7312
C13 0.6321 0.6580 3.0245
C14 -0.2811 1.5613 3.6037
H7 -3.4602 2.1047 4.8049
H8 -2.5916 4.3986 5.0972
H9 -0.2274 4.9047 4.4708
H10 1.8950 4.2376 3.6313
H11 3.4518 2.5138 2.7180
H12 2.6114 0.2104 2.3423
C15 -1.7352 0.7216 0.1693
Si1 -0.5798 0.9720 -1.1634
C16 1.0776 0.0593 -0.9008
N3 0.9077 -1.3872 -0.6898
C17 0.7067 -2.0845 -1.9721
C18 1.3221 -3.4769 -1.9600
C19 2.8428 -3.3738 -1.8342
C20 3.2178 -2.3247 -0.7650
C21 1.9973 -1.9880 0.0880
C22 -1.2774 0.4334 -2.8520
C23 -0.5211 0.4664 -4.0241
C24 -1.0240 0.0008 -5.2345
C25 -2.3104 -0.5147 -5.2925
C26 -3.0852 -0.5568 -4.1400
C27 -2.5713 -0.0888 -2.9377
C28 0.0816 2.7636 -1.3991
C29 0.0286 3.5358 -2.5607
C30 0.5138 4.8407 -2.5937
C31 1.0672 5.4011 -1.4517
C32 1.1231 4.6577 -0.2796
C33 0.6326 3.3601 -0.2562
H13 -2.7885 0.8955 -0.0619
H14 -1.4771 1.2430 1.0974
H15 1.4408 0.4992 0.0350
H16 1.8393 0.2824 -1.6721
H17 1.1777 -1.5087 -2.7866
H18 -0.3622 -2.1189 -2.1951
H19 1.0392 -4.0062 -2.8740
H20 0.9195 -4.0521 -1.1240
H21 3.2643 -3.0875 -2.8032
H22 3.2645 -4.3513 -1.5847
H23 3.5876 -1.4092 -1.2353
H24 4.0220 -2.6886 -0.1201
H25 2.2537 -1.2912 0.8845
H26 1.6211 -2.8895 0.5771
H27 0.4926 0.8540 -3.9913
H28 -0.4098 0.0362 -6.1276
H29 -2.7064 -0.8878 -6.2308
H30 -4.0914 -0.9610 -4.1776
H31 -3.1646 -0.1403 -2.0321
H32 -0.4123 3.1219 -3.4611
H33 0.4548 5.4188 -3.5102
H34 1.4442 6.4184 -1.4707
H35 1.5373 5.0851 0.6266
H36 0.6723 2.8121 0.6814

Atoms 1-6, force components in eV/Å:
Co -0.0043 -0.0445 0.0038
N -0.0880 -0.0731 -0.0151
C 0.0427 0.0505 -0.0250
C -0.0547 -0.1086 -0.0550
O 0.0149 0.0192 0.0322
N 0.0007 0.0742 -0.0284

Expectation value of S² ... 3.79
DFT total energy ... -160965.9750 eV
Multiplicity ... 4
Total charge ... -2

[7]
# C4H8O

A molecular structure, C4H8O (ωB97M-V/def2-TZVPD, OMol25).

CARTESIAN COORDINATES (ANGSTROEM)
O1 1.7893 -1.0349 0.4920
C1 1.4620 0.3457 0.4603
C2 0.3285 0.8094 -0.4014
C3 -1.5500 0.5781 0.0735
C4 -1.3410 -0.7647 -0.2028
H1 1.4954 -1.4059 -0.3507
H2 2.2445 0.9523 -0.0679
H3 1.4810 0.6849 1.5014
H4 0.5432 0.4193 -1.4087
H5 -1.6119 0.8968 1.1114
H6 -2.1520 1.1702 -0.6166
H7 -1.0607 -1.4659 0.5750
H8 -1.6284 -1.1853 -1.1654

Atoms 1-6, force components in eV/Å:
O 0.0404 -0.0794 -0.2235
C -0.2384 0.5629 -0.0161
C -1.8880 -1.3926 0.3299
C 1.2255 0.4697 -0.2109
C 0.8608 0.2606 -0.1446
H 0.0791 0.0264 0.1632

DFT total energy ... -6320.7454 eV
Multiplicity ... 1

[8]
# H12O6

6 unconnected molecules or ions with the total composition H12O6 (ωB97M-V/def2-TZVPD, OMol25).

CARTESIAN COORDINATES (ANGSTROEM)
O1 -0.5651 1.6354 -3.2827
H1 -0.1421 2.4819 -3.1385
H2 -0.6816 1.2727 -2.4046
O2 -2.7855 -0.9108 -0.6382
H3 -2.0026 -0.4129 -0.8736
H4 -2.6520 -1.1481 0.2795
O3 -0.4353 0.5516 -0.3619
H5 0.4201 0.1587 -0.5353
H6 -0.3238 1.0120 0.4699
O4 2.2916 0.5906 1.6350
H7 2.0582 1.5174 1.6880
H8 3.0613 0.5691 1.0664
O5 1.6979 -1.8373 -1.3584
H9 0.8864 -2.3086 -1.5469
H10 2.3446 -2.5257 -1.2030
O6 -0.9903 -0.1412 3.0239
H11 -1.7648 0.0882 3.5374
H12 -0.4171 -0.5932 3.6430

Atoms 1-6, force components in eV/Å:
O -0.1418 0.0206 -0.6418
H 0.1356 0.1335 0.1235
H 0.0506 -0.1504 0.6295
O -0.8965 -0.4952 -0.3289
H 0.5259 0.3309 0.2616
H 0.2220 0.0549 0.2033

Expectation value of S² ... 0.75
DFT total energy ... -12479.1469 eV
Multiplicity ... 2
Total charge ... -1